Below is a cluster of 2 separate species, C4H3O2 in total at a distorted geometry, with properties calculated with ωB97M-V/def2-TZVPD.

Values from the calculation:
frontier orbital gap	7.573	eV
charge	+1
relative energy (zero: lowest compared OMol25 entry of this formula, charge and spin)	54.9	kcal per mole
E_HOMO	-14.30	eV
energy	-8279.2333	eV

Positions of all 9 atoms, in Å:
H  1.307  -1.022  -0.447
C  -0.643  1.111  0.280
O  5.740  0.276  0.394
C  2.368  -0.747  -0.396
H  -1.677  0.745  0.553
H  -0.762  2.230  0.523
C  3.507  -0.315  -0.301
O  0.318  0.553  -0.074
C  4.675  0.141  0.072

Charges obtained by natural (NBO) population analysis, quoted in units of e: 0.321, 0.363, -0.196, 0.350, 0.131, 0.117, -0.401, -0.577, 0.892



Below is the molecule C4H6N4 at a distorted geometry, with properties calculated with ωB97M-V/def2-TZVPD.

Values from the calculation:
frontier orbital gap	8.815	eV
relative energy (zero: lowest compared OMol25 entry of this formula, charge and spin)	58.2	kcal per mole
SMILES string	[H]/N=C/N/C(C#N)=C/N
E_HOMO	-8.03	eV
energy	-10203.4145	eV

Positions of all 14 atoms, in Å:
N  -2.385  -1.539  0.330
H  0.629  -1.999  -0.611
C  -0.397  1.189  -0.155
N  0.877  -0.990  -0.413
C  -0.288  -0.191  -0.220
H  2.974  -1.380  0.368
H  3.586  0.694  0.697
H  -2.391  1.125  -0.053
C  -1.459  -0.899  0.114
N  2.520  0.660  0.268
H  0.449  1.914  -0.301
C  2.158  -0.588  0.029
N  -1.549  1.851  -0.076
H  -1.573  2.698  0.533

Charges obtained by natural (NBO) population analysis, quoted in units of e: -0.333, 0.425, 0.087, -0.605, -0.124, 0.176, 0.355, 0.398, 0.230, -0.733, 0.242, 0.265, -0.789, 0.406



Below is a cluster of 2 separate species, C9H14BrN4O in total at a distorted geometry, with properties calculated with ωB97M-V/def2-TZVPD.

Values from the calculation:
frontier orbital gap (alpha / beta)	6.804 / 6.805	eV
charge	+1
relative energy (zero: lowest compared OMol25 entry of this formula, charge and spin)	0.0	kcal per mole
E_HOMO (alpha / beta)	-11.76 / -11.76	eV
energy	-87599.3668	eV

Positions of all 29 atoms, in Å:
H  -0.260  -1.718  -1.923
N  -2.634  2.383  -0.961
H  -3.263  4.132  -0.334
N  -1.966  0.416  0.476
C  0.532  -1.316  -1.248
H  -1.494  -1.482  1.236
N  -3.087  3.096  -0.056
H  -6.594  0.058  0.590
H  -3.298  2.815  0.918
H  -2.134  0.279  2.327
H  5.826  0.063  -0.038
N  -2.393  0.906  1.511
O  4.083  -0.874  -0.923
C  -2.216  1.153  -0.887
C  2.766  -0.856  -0.541
C  0.928  -0.275  0.914
C  5.084  -0.877  0.033
H  2.399  -1.785  -2.285
H  4.599  -0.918  1.024
H  0.656  0.243  1.838
C  -1.366  -0.844  0.340
H  3.009  0.080  1.361
C  2.322  -0.301  0.658
Br  -5.442  0.243  -0.134
C  0.064  -0.749  -0.060
H  -1.827  0.646  -1.868
C  1.868  -1.456  -1.483
H  -1.871  -1.251  -0.515
H  5.710  -1.810  0.030

Charges obtained by natural (NBO) population analysis, quoted in units of e: 0.218, -0.105, 0.413, 0.051, -0.167, 0.244, -0.483, 0.218, 0.412, 0.362, 0.202, -0.239, -0.495, 0.000, 0.361, -0.167, -0.259, 0.243, 0.173, 0.214, -0.281, 0.232, -0.285, -0.215, -0.128, 0.258, -0.233, 0.254, 0.203



Below is a structure of composition C5H6CrO4 at a distorted geometry, with properties calculated with ωB97M-V/def2-TZVPD.

Values from the calculation:
frontier orbital gap (alpha / beta)	7.032 / 8.543	eV
charge	+1
2S+1	6
relative energy (zero: lowest compared OMol25 entry of this formula, charge and spin)	0.0	kcal per mole
E_HOMO (alpha / beta)	-12.14 / -13.69	eV
energy	-41883.4927	eV

Positions of all 16 atoms, in Å:
O  -0.977  -1.766  1.018
H  1.233  -4.232  1.179
H  0.649  1.748  -3.140
Cr  0.662  -0.578  1.591
H  -1.193  -3.785  0.732
C  -0.470  0.802  0.444
O  0.043  1.105  -0.721
H  -0.048  3.214  -0.488
C  0.880  -3.196  1.095
C  0.428  2.589  -2.482
C  0.100  2.414  -1.210
O  -1.386  1.646  0.833
C  -0.502  -2.946  0.877
H  0.432  3.600  -2.889
H  -1.521  1.616  1.789
O  1.668  -2.231  1.373

Charges obtained by natural (NBO) population analysis, quoted in units of e: -0.677, 0.192, 0.231, 1.382, 0.189, 0.432, -0.463, 0.215, 0.207, -0.367, 0.045, -0.615, 0.203, 0.240, 0.523, -0.738



Below is a cluster of 2 separate species, C4H12N2O in total at a distorted geometry, with properties calculated with ωB97M-V/def2-TZVPD.

Values from the calculation:
frontier orbital gap (alpha / beta)	5.575 / 6.986	eV
charge	-1
2S+1	2
relative energy (zero: lowest compared OMol25 entry of this formula, charge and spin)	30.8	kcal per mole
E_HOMO (alpha / beta)	-1.44 / -2.87	eV
energy	-9367.9638	eV

Positions of all 19 atoms, in Å:
H  0.999  -0.919  -3.212
H  -0.353  0.214  -2.962
C  1.462  -1.419  0.709
N  1.765  -0.941  -0.555
H  0.192  0.415  -0.503
H  2.161  -2.050  1.236
O  -0.294  0.630  1.174
C  -1.592  0.581  1.517
H  0.572  -0.937  1.151
H  -0.367  -1.372  -2.192
H  -1.198  2.281  2.570
H  -1.845  -0.395  1.993
H  -2.285  0.672  0.638
N  -1.988  1.655  2.480
C  0.279  -0.540  -2.479
H  -2.757  2.203  2.110
H  1.592  0.901  -1.527
H  2.705  -1.037  -0.901
C  0.953  0.057  -1.250

Charges obtained by natural (NBO) population analysis, quoted in units of e: 0.172, 0.187, -0.365, -0.607, 0.309, 0.140, -0.933, 0.139, 0.261, 0.203, 0.352, 0.072, 0.047, -0.913, -0.608, 0.321, 0.151, 0.349, -0.276



Below is a cluster of 2 separate species, C5H12O2 in total at a distorted geometry, with properties calculated with ωB97M-V/def2-TZVPD.

Values from the calculation:
frontier orbital gap	10.658	eV
relative energy (zero: lowest compared OMol25 entry of this formula, charge and spin)	82.4	kcal per mole
SMILES string	CC[C@@H](O)CC=O.[H][H]
E_HOMO	-9.68	eV
energy	-9471.5625	eV

Positions of all 19 atoms, in Å:
O  0.370  -1.570  0.067
H  2.397  -0.795  1.548
H  -3.203  -0.623  -1.544
C  -0.935  -0.043  -1.411
H  0.236  0.481  1.770
H  -0.913  0.712  -2.215
O  -1.979  -0.501  0.657
H  0.843  1.714  0.668
C  -1.541  0.306  -0.160
C  0.446  -0.244  -0.331
H  3.021  0.454  0.457
H  -1.065  -1.049  -1.822
C  2.328  0.265  1.285
H  -1.437  1.378  0.062
H  2.682  0.847  2.145
H  -3.194  -0.827  -0.826
C  0.886  0.643  0.896
H  1.186  -0.116  -1.101
H  -0.476  -1.663  0.556

Charges obtained by natural (NBO) population analysis, quoted in units of e: -0.721, 0.224, -0.057, -0.486, 0.221, 0.232, -0.655, 0.205, 0.392, 0.137, 0.201, 0.248, -0.606, 0.139, 0.215, 0.044, -0.430, 0.203, 0.495



Below is the molecule C5H10FNO3S at a distorted geometry, with properties calculated with ωB97M-V/def2-TZVPD.

Values from the calculation:
frontier orbital gap	11.185	eV
relative energy (zero: lowest compared OMol25 entry of this formula, charge and spin)	18.4	kcal per mole
SMILES string	O=S(=O)([O-])[N+]1(F)CCCCC1
E_HOMO	-10.63	eV
energy	-26529.3410	eV

Positions of all 21 atoms, in Å:
H  1.626  -1.224  -1.084
C  1.873  0.075  0.504
H  -0.770  2.078  -0.588
O  -2.237  0.082  1.762
H  3.001  0.034  0.400
H  1.778  -2.061  0.586
C  -0.229  1.153  -0.183
C  1.224  1.226  -0.311
H  1.533  0.393  1.536
H  -0.484  -1.305  0.980
C  -0.126  -1.297  -0.037
H  -0.587  1.136  0.829
H  -0.560  -2.146  -0.588
N  -0.784  -0.085  -0.611
S  -2.586  -0.007  0.342
C  1.364  -1.246  -0.024
H  1.650  2.045  0.248
O  -3.098  -1.257  -0.151
O  -3.073  1.192  -0.257
H  1.408  1.450  -1.407
F  -0.924  -0.238  -1.945

Charges obtained by natural (NBO) population analysis, quoted in units of e: 0.210, -0.389, 0.270, -0.917, 0.227, 0.235, -0.300, -0.447, 0.211, 0.240, -0.254, 0.255, 0.252, -0.016, 2.443, -0.435, 0.234, -0.917, -0.921, 0.220, -0.200



Below is the molecule C17H18BrNO6 at a distorted geometry, with properties calculated with ωB97M-V/def2-TZVPD.

Values from the calculation:
frontier orbital gap	8.872	eV
SMILES string	COCCOC(=O)C1=C(C)NC(=O)C[C@H]1c1cc2c(cc1Br)OCO2
E_HOMO	-8.32	eV
energy	-101738.4230	eV

Positions of all 43 atoms, in Å:
H  1.591  -0.864  1.233
C  -0.385  -2.897  -0.263
C  -0.845  -0.555  -0.808
C  0.419  -0.440  -1.402
C  0.849  -2.751  -0.843
H  -1.429  5.062  0.090
C  -2.228  0.920  -2.226
O  0.803  2.358  1.262
O  -0.447  0.518  1.552
H  0.746  0.498  -1.819
C  1.681  -2.655  3.008
H  3.804  -2.972  -0.986
H  -2.960  0.167  -2.521
C  -0.993  1.871  -0.250
C  -1.216  -1.775  -0.263
H  0.489  1.016  3.325
C  1.708  -0.420  2.233
H  -0.697  -3.829  0.177
H  -0.119  4.862  -1.076
H  2.191  -3.272  3.744
Br  -2.910  -1.997  0.568
H  2.444  0.385  2.175
C  0.346  0.151  2.671
N  -2.211  3.280  -1.716
C  -2.830  2.289  -2.429
O  -3.723  2.539  -3.201
O  2.227  -1.363  3.134
H  3.142  -3.503  -2.569
C  -0.649  4.382  -0.253
C  -0.105  1.646  0.900
H  1.858  -3.062  2.005
C  2.909  -2.983  -1.627
H  -0.238  -0.610  3.193
H  -2.516  4.225  -1.910
O  2.509  -1.658  -1.905
C  1.243  -1.535  -1.409
C  -1.258  3.106  -0.728
H  0.605  -2.674  3.209
H  0.054  4.199  0.551
H  -2.598  0.480  -0.148
H  -1.386  0.854  -2.923
C  -1.734  0.666  -0.796
O  1.861  -3.659  -0.962

Charges obtained by natural (NBO) population analysis, quoted in units of e: 0.164, -0.284, -0.021, -0.292, 0.227, 0.220, -0.486, -0.620, -0.515, 0.237, -0.250, 0.163, 0.249, -0.236, -0.067, 0.201, -0.092, 0.245, 0.229, 0.196, 0.055, 0.206, -0.100, -0.622, 0.693, -0.574, -0.531, 0.162, -0.671, 0.793, 0.166, 0.235, 0.198, 0.415, -0.484, 0.304, 0.300, 0.163, 0.275, 0.245, 0.233, -0.253, -0.476



Below is the molecule C10H12N2 at a distorted geometry, with properties calculated with ωB97M-V/def2-TZVPD.

Values from the calculation:
frontier orbital gap	9.495	eV
relative energy (zero: lowest compared OMol25 entry of this formula, charge and spin)	58.3	kcal per mole
SMILES string	C[C@H]1Cc2ccccc2C(N)=N1
E_HOMO	-8.77	eV
energy	-13542.2712	eV

Positions of all 24 atoms, in Å:
C  -0.594  -0.543  -0.737
C  -1.534  1.520  0.159
H  2.916  -1.232  1.652
H  -2.177  -2.026  -1.036
H  1.253  -2.245  1.324
H  0.786  3.310  0.274
H  2.777  -1.385  -0.666
H  0.875  -1.514  -2.007
H  2.336  2.668  -0.380
N  2.120  0.553  -0.341
C  1.756  -1.174  1.287
C  -3.045  -0.388  -0.134
H  -3.466  1.414  1.156
H  -1.303  2.578  0.329
H  -3.932  -0.824  0.103
N  1.305  2.664  -0.551
C  -1.972  -1.036  -0.616
C  1.878  -0.890  -0.198
C  0.597  -1.462  -0.908
C  -0.363  0.760  -0.222
C  -2.699  0.935  0.448
H  0.999  -0.466  1.961
C  1.118  1.301  -0.444
H  0.370  -2.519  -0.453

Charges obtained by natural (NBO) population analysis, quoted in units of e: 0.005, -0.214, 0.230, 0.204, 0.204, 0.378, 0.208, 0.226, 0.394, -0.486, -0.633, -0.202, 0.217, 0.206, 0.214, -0.819, -0.198, -0.080, -0.447, -0.097, -0.200, 0.232, 0.432, 0.226